Entry 1:
The following is a DFT calculation (the ωB97M-V functional and the def2-TZVPD basis) of one molecule with the formula C3H7OP in a non-equilibrium geometry.

The geometry in ORCA input format:
```
! RIJCOSX wB97M-V def2-TZVPD def2/J DEFGRID3
* xyz 0 1
P -0.34 -2.08 -1.06
O 0.28 -1.21 1.48
C 0.05 1.69 0.50
C 0.14 -0.86 0.34
C 0.68 0.44 -0.13
H -0.09 1.30 1.47
H -0.94 1.83 0.18
H -1.13 -3.18 -0.50
H 1.75 0.56 0.09
H 0.50 0.37 -1.30
H -1.52 -1.49 -1.51
H 0.61 2.63 0.44
*
```

As for the SMILES: CCC(=O)P. The orbital gap comes out at 9.81 eV. Its energy is -14559.195 eV. The energy above the lowest of the compared OMol25 structures with the same formula, charge and spin is 1.024 eV.

Entry 2:
The following is a DFT calculation (the ωB97M-V functional and the def2-TZVPD basis) of one molecule with the formula C3H7OPS2 in a non-equilibrium geometry.

The geometry in ORCA input format:
```
! RIJCOSX wB97M-V def2-TZVPD def2/J DEFGRID3
* xyz 0 1
S -0.75 -0.46 -1.11
S 0.52 -0.75 1.11
P -0.36 0.26 2.67
O 0.16 1.75 2.21
C 1.69 0.61 0.78
C -2.29 -1.22 -0.54
C 0.92 1.95 1.04
H -2.99 -0.32 -0.22
H 0.30 2.11 0.21
H 1.89 0.65 -0.19
H -2.82 -1.66 -1.42
H 1.67 2.75 1.08
H -2.13 -1.92 0.20
H 2.45 0.55 1.45
*
```

The orbital gap (alpha / beta) comes out at 6.76 / 6.89 eV. Its energy is -36229.081 eV. The energy above the lowest of the compared OMol25 structures with the same formula, charge and spin is 3.382 eV.

Entry 3:
The following is a DFT calculation (the ωB97M-V functional and the def2-TZVPD basis) of C3H7OS as an isolated structure in a non-equilibrium geometry.

The geometry in ORCA input format:
```
! RIJCOSX wB97M-V def2-TZVPD def2/J DEFGRID3
* xyz -1 1
S 1.40 2.86 1.64
O -0.17 -2.48 -0.83
C -0.45 0.70 -0.16
C -1.05 -0.19 -1.11
C 0.42 -0.18 0.29
H 0.04 -3.35 -1.20
H 1.01 0.19 1.15
H -0.36 1.78 -0.05
H -0.58 -0.39 -2.07
H 1.45 3.25 2.92
H -1.79 -0.94 -0.86
H 0.08 -1.25 0.27
*
```

The orbital gap comes out at 4.99 eV. Its energy is -16102.060 eV. The energy above the lowest of the compared OMol25 structures with the same formula, charge and spin is 6.217 eV.

Entry 4:
The following is a DFT calculation (the ωB97M-V functional and the def2-TZVPD basis) of a 2-piece molecular cluster, C3H7OS overall in a non-equilibrium geometry.

The geometry in ORCA input format:
```
! RIJCOSX wB97M-V def2-TZVPD def2/J DEFGRID3
* xyz -1 1
S -1.63 -1.81 -0.50
O 2.48 3.11 1.84
C -2.15 -2.70 -1.99
C 1.06 1.52 0.71
C 2.30 2.30 0.96
H 1.12 0.91 -0.19
H -2.13 -2.07 -2.88
H 0.13 2.11 0.71
H -1.50 -3.56 -2.23
H -3.13 -3.16 -1.88
H 3.19 1.98 0.37
H 0.88 0.77 1.49
*
```

The orbital gap comes out at 5.58 eV. Its energy is -16107.297 eV. The energy above the lowest of the compared OMol25 structures with the same formula, charge and spin is 0.980 eV.

Entry 5:
The following is a DFT calculation (the ωB97M-V functional and the def2-TZVPD basis) of one molecule with the formula C3H7PS in a non-equilibrium geometry.

The geometry in ORCA input format:
```
! RIJCOSX wB97M-V def2-TZVPD def2/J DEFGRID3
* xyz 0 1
S 2.96 0.53 1.89
P 1.50 -0.65 1.30
C -0.57 -0.10 -0.47
C 0.07 0.26 0.81
C -1.25 1.02 -1.12
H -1.43 0.82 -2.12
H -1.31 -0.74 0.02
H 1.71 -1.78 0.35
H 0.09 -0.76 -1.24
H -0.66 1.91 -1.01
H -2.12 1.14 -0.59
H 1.01 -1.65 2.18
*
```

The orbital gap (alpha / beta) comes out at 7.47 / 7.47 eV. Its energy is -23343.913 eV. The energy above the lowest of the compared OMol25 structures with the same formula, charge and spin is 4.056 eV.

Entry 6:
The following is a DFT calculation (the ωB97M-V functional and the def2-TZVPD basis) of one molecule with the formula C3H7PS2 in a non-equilibrium geometry.

The geometry in ORCA input format:
```
! RIJCOSX wB97M-V def2-TZVPD def2/J DEFGRID3
* xyz 0 3
S -1.58 -0.59 -0.53
S 2.18 0.73 2.25
P -0.62 0.84 0.76
C 1.09 0.20 0.53
C -1.66 0.29 -2.11
C 1.56 -0.83 1.45
H -1.95 1.25 -1.74
H 1.57 0.41 -0.36
H 2.41 -1.43 1.18
H -1.10 0.18 1.83
H -2.31 -0.08 -2.97
H 0.99 -1.30 2.22
H -0.59 0.33 -2.51
*
```

The expectation value of S² is 2.01. The orbital gap (alpha / beta) comes out at 6.60 / 5.76 eV. Its energy is -34178.923 eV. The energy above the lowest of the compared OMol25 structures with the same formula, charge and spin is 1.606 eV.